Record 1
# C24H59AsCl6F6N3O7

C24H59AsCl6F6N3O7 as an isolated structure (wB97M-V/def2-TZVPD, the OMol25 dataset).

The geometry in XYZ format:
```
106
C24H59AsCl6F6N3O7, DFT wB97M-V/def2-TZVPD
As 0.604 0.674 0.459
Cl -5.534 0.224 0.317
Cl 4.435 -0.104 -4.635
Cl -1.977 -3.522 4.506
Cl 1.406 -2.739 4.374
Cl 4.186 -0.898 -1.506
Cl -4.272 2.758 -1.325
F -0.236 2.283 0.587
F 1.453 -0.921 0.228
F 1.259 0.734 2.066
F -0.012 0.443 -1.228
F 2.046 1.497 -0.233
F -0.861 -0.226 1.087
O 1.942 -3.820 -3.362
O 3.093 4.003 4.713
O -3.798 1.345 4.504
O 0.214 4.883 0.754
O 3.285 -5.808 -0.031
O -1.480 -3.008 -0.115
O -2.745 1.603 -5.904
N -3.602 3.250 3.467
N 2.313 2.995 2.911
N 1.345 -1.688 -2.745
C 0.751 5.471 -0.423
C 1.066 -2.945 -3.131
C 2.253 5.023 -0.577
C 3.609 -4.331 1.656
C -1.145 -1.969 4.925
C 4.620 0.650 -2.114
C 2.440 3.079 4.209
C -1.644 1.874 3.683
C -2.640 -3.860 -0.094
C -3.116 2.133 3.901
C 0.083 -1.586 4.040
C -1.400 2.278 -4.039
C -3.479 -3.548 -1.321
C 2.519 -5.043 0.831
C 1.561 -4.007 0.039
C -3.289 1.830 -0.189
C -1.965 1.120 -4.830
C -3.776 0.375 -0.159
C 1.750 1.990 5.002
C 5.470 0.445 -3.348
C -0.775 0.146 -5.286
C -0.389 -3.165 -3.348
C -3.404 -3.631 1.197
C -0.083 5.125 -1.658
H -3.142 -0.328 0.381
H -0.725 -3.925 -2.643
H -4.554 -3.619 -1.152
H -1.054 -0.829 -5.686
H -0.325 0.765 -6.061
H 0.070 4.060 -1.837
H 5.126 1.161 -1.294
H -0.927 -2.045 5.990
H 2.733 5.174 0.390
H 4.364 -3.797 1.078
H 0.408 -0.578 4.299
H 2.719 5.580 -1.390
H 1.897 -5.693 1.448
H 2.458 1.404 5.589
H -3.145 4.015 2.993
H 2.222 -1.206 -2.612
H 4.053 -5.069 2.325
H 0.384 5.603 -2.519
H 5.808 1.422 -3.692
H -2.220 -4.862 -0.184
H -0.939 -2.233 -3.223
H -3.178 -4.204 -2.138
H -1.406 0.811 3.725
H 6.288 -0.262 -3.206
H 2.034 2.101 2.535
H 0.345 3.939 0.637
H -3.124 0.948 -6.494
H -2.226 1.913 -0.419
H -0.020 0.097 -4.501
H -0.754 1.833 -3.281
H -3.478 2.311 0.771
H 2.326 3.950 -0.758
H -1.210 -2.786 0.779
H 0.774 -4.491 -0.538
H 1.037 -3.340 0.724
H -1.111 5.486 -1.645
H 1.010 2.457 5.652
H 0.549 -1.106 -2.526
H -4.561 3.411 3.741
H -4.271 -4.282 1.302
H -0.138 -1.639 2.974
H 3.688 1.169 -2.337
H -2.643 0.671 -4.105
H -1.216 2.295 2.773
H -2.793 -3.877 2.066
H -1.109 2.354 4.502
H 1.147 1.434 4.284
H 3.945 -6.244 0.513
H 2.963 3.570 2.394
H 2.175 -3.314 -0.537
H -3.850 -2.641 1.297
H -0.708 2.875 -4.633
H 0.555 6.524 -0.217
H -0.556 -3.585 -4.340
H -3.197 -2.590 -1.757
H -2.196 2.730 -3.448
H 3.246 -3.655 2.430
H -1.900 -1.185 4.868
H -3.730 -0.095 -1.142
```

Its spin multiplicity is 2. The calculation puts the HOMO energy (alpha / beta) at 0.0321 / -0.1661 hartree. Its gap between HOMO and LUMO (alpha / beta) is 3.24 / 8.62 eV. The LUMO energy (alpha / beta) is 4.1128 / 4.1027 eV. As for the total charge: -2.

Record 2
# C24H60BO28

A 11-piece molecular cluster, C24H60BO28 overall (wB97M-V/def2-TZVPD, the OMol25 dataset).

The geometry in XYZ format:
```
113
C24H60BO28, DFT wB97M-V/def2-TZVPD
O -14.087 -24.472 -2.028
O -15.804 -26.772 -10.687
O -22.792 -18.228 -5.353
O -12.439 -25.645 -0.023
O -10.334 -21.497 -5.966
O -17.870 -25.555 -3.260
O -16.679 -18.360 -6.931
O -17.823 -24.452 -10.174
O -9.706 -22.412 -11.511
O -13.532 -23.839 -7.994
O -11.257 -24.689 -9.027
O -13.925 -21.676 -7.719
O -13.552 -21.377 -2.167
O -9.290 -24.691 -4.764
O -10.483 -20.016 -10.408
O -13.942 -21.623 -5.406
O -15.613 -20.393 -6.617
O -12.547 -18.618 -2.027
O -13.374 -19.505 -6.687
O -13.907 -23.901 -5.089
O -18.213 -21.849 -7.021
O -18.809 -24.329 -5.803
O -13.979 -17.266 -6.942
O -19.729 -19.719 -2.948
O -19.548 -16.967 -6.123
O -9.581 -18.220 -8.415
O -18.897 -21.463 -9.680
O -17.220 -21.453 -3.282
C -17.018 -24.815 -4.210
C -9.867 -22.797 -6.078
C -15.685 -19.060 -6.787
C -17.284 -20.077 -3.527
C -16.469 -24.419 -10.683
C -19.095 -20.341 -8.801
C -13.894 -22.869 -5.765
C -11.279 -19.682 -9.292
C -13.856 -25.959 -0.205
C -14.430 -25.755 -1.611
C -10.955 -18.279 -8.772
C -12.556 -19.522 -3.177
C -18.386 -19.397 -2.687
C -14.250 -18.464 -6.779
C -21.637 -17.432 -5.008
C -15.440 -25.495 -10.135
C -11.204 -23.598 -9.970
C -13.782 -22.880 -7.318
C -19.093 -20.667 -7.250
C -20.700 -17.715 -6.233
C -10.243 -23.648 -4.859
C -9.797 -23.520 -10.594
C -17.536 -24.951 -5.615
C -12.376 -21.025 -2.819
B -14.217 -20.795 -6.602
H -20.575 -18.795 -6.139
H -18.447 -22.272 -6.190
H -18.963 -17.126 -6.868
H -13.418 -18.488 -1.645
H -16.795 -24.401 -6.199
H -16.320 -19.662 -3.231
H -13.404 -22.297 -1.928
H -11.326 -17.418 -9.330
H -11.519 -21.193 -2.163
H -11.963 -23.594 -10.753
H -9.602 -24.526 -10.966
H -19.706 -20.650 -3.190
H -16.307 -26.688 -11.499
H -10.712 -20.390 -8.685
H -14.028 -24.521 -2.986
H -14.469 -25.337 -10.604
H -10.491 -19.242 -10.979
H -15.441 -26.064 -1.882
H -13.455 -19.510 -3.795
H -12.328 -19.965 -9.383
H -12.171 -24.880 -0.540
H -15.431 -25.435 -9.048
H -23.144 -18.685 -4.586
H -18.203 -19.687 -1.649
H -16.317 -21.753 -3.418
H -11.732 -19.211 -3.819
H -16.011 -25.170 -3.989
H -13.887 -27.033 -0.017
H -17.593 -25.894 -6.161
H -20.082 -20.910 -6.861
H -10.178 -23.202 -3.867
H -18.377 -18.307 -2.718
H -11.265 -22.674 -9.391
H -17.621 -25.264 -2.379
H -11.236 -24.091 -4.952
H -10.195 -23.237 -7.021
H -20.975 -17.402 -7.241
H -20.100 -19.915 -8.796
H -9.047 -17.535 -8.820
H -18.369 -19.648 -9.227
H -16.980 -23.817 -3.773
H -10.553 -21.094 -6.810
H -16.080 -23.441 -10.396
H -13.812 -26.293 -2.336
H -18.411 -22.044 -9.083
H -11.497 -18.129 -7.837
H -21.827 -16.363 -5.124
H -19.322 -24.774 -5.122
H -21.279 -17.588 -3.991
H -9.079 -23.385 -9.784
H -18.429 -24.942 -10.734
H -12.087 -21.581 -3.713
H -16.553 -24.359 -11.770
H -11.983 -24.468 -8.433
H -17.480 -19.921 -4.590
H -8.790 -22.628 -6.143
H -9.286 -25.160 -5.603
H -18.759 -19.784 -6.705
H -9.966 -21.649 -10.982
H -14.533 -25.479 0.503
```

Its spin multiplicity is 1. The calculation puts the HOMO energy at -0.2824 hartree. Its gap between HOMO and LUMO is 9.83 eV. The LUMO energy is 2.1415 eV. As for the total charge: -1.

Record 3
# C24H60BeFN4O8Pb

C24H60BeFN4O8Pb as an isolated structure (wB97M-V/def2-TZVPD, the OMol25 dataset).

The geometry in XYZ format:
```
99
C24H60BeFN4O8Pb, DFT wB97M-V/def2-TZVPD
Pb -1.636 1.676 -1.678
F -1.349 0.344 0.365
O -3.001 -0.713 3.055
O -1.854 -2.970 1.437
O -0.260 -0.286 -2.490
O 2.084 -0.972 2.316
O -1.786 3.946 -3.287
O -3.356 3.210 -0.744
O 0.834 2.445 -1.970
O 7.607 -2.201 0.749
N -2.185 1.074 -4.194
N -4.579 -3.004 2.204
N 5.187 -3.031 1.952
N -0.710 3.702 -0.229
C -2.828 3.450 -4.115
C 3.832 -2.613 1.733
C -1.691 3.714 0.847
C 5.795 -3.736 0.826
C -3.150 3.990 0.384
C -1.064 0.174 -4.664
C -3.226 -1.778 3.895
C -4.737 3.288 -1.055
C 0.369 -1.310 -1.716
C 3.258 -1.715 2.875
C 0.560 3.268 0.280
C 1.541 3.077 -0.858
C 8.983 -1.686 0.961
C -0.739 -0.899 -3.715
C 1.871 2.026 -2.776
C -4.008 -4.334 1.945
C -0.466 -2.785 1.590
C 1.534 0.036 3.103
C -2.569 2.248 -5.032
C -2.481 -4.262 1.888
C -2.072 0.305 3.480
C 7.298 -3.570 0.933
C -0.716 4.550 -4.039
C -4.490 -2.521 3.566
Be -3.466 -1.202 0.582
H -2.052 0.259 4.569
H 3.170 -3.476 1.668
H -5.464 3.029 -0.284
H 9.373 -2.048 1.913
H 0.998 4.005 0.953
H -1.058 -0.003 3.223
H 2.429 2.614 -0.428
H -0.184 0.772 -4.898
H -3.157 4.252 -4.776
H -5.507 -3.049 1.808
H -1.689 2.358 -5.666
H -4.411 -5.170 2.517
H 7.897 -4.095 0.189
H -0.010 -1.584 -4.147
H -0.562 4.694 -0.352
H -4.706 -3.286 4.312
H -0.334 -2.594 2.655
H -0.283 3.752 -4.642
H -2.001 -4.861 1.114
H 2.245 0.785 3.452
H -3.758 3.186 -3.611
H 0.870 0.434 2.335
H 2.284 1.091 -2.398
H -1.330 4.455 1.560
H -3.017 0.509 -4.292
H 3.777 -2.131 0.756
H -1.452 -0.308 -5.562
H -3.434 5.028 0.214
H -1.602 -1.519 -3.470
H -1.123 5.349 -4.659
H -5.361 -1.870 3.637
H 9.633 -2.065 0.172
H 5.857 -2.314 2.188
H 1.018 -0.817 -0.992
H 2.734 2.693 -2.785
H 7.591 -3.906 1.927
H 5.479 -3.278 -0.111
H 0.591 2.301 0.783
H 1.007 -1.945 -2.331
H -3.542 3.673 1.351
H 1.649 1.942 -3.840
H 0.048 -1.918 1.173
H 8.939 -0.600 0.881
H -5.073 4.164 -1.610
H 5.491 -4.770 0.990
H -0.254 -2.067 -1.241
H -1.997 -4.447 2.847
H -4.919 2.638 -1.910
H 0.035 5.064 -3.440
H 2.996 -2.465 3.621
H -3.330 2.012 -5.777
H 1.123 -0.405 4.011
H 0.050 -3.713 1.343
H -1.585 2.837 1.486
H -2.332 -2.402 3.918
H -2.237 1.367 3.299
H -4.436 -4.706 1.014
H -3.327 -1.421 4.920
H 1.916 4.034 -1.222
H 3.995 -1.002 3.244
```

Its spin multiplicity is 1. The calculation puts the HOMO energy at -0.5035 hartree. Its gap between HOMO and LUMO is 1.57 eV. The LUMO energy is -12.1266 eV. As for the total charge: +3.

Record 4
# C24H60N6O9S3

A 9-piece molecular cluster, C24H60N6O9S3 overall (wB97M-V/def2-TZVPD, the OMol25 dataset).

The geometry in XYZ format:
```
102
C24H60N6O9S3, DFT wB97M-V/def2-TZVPD
S 1.169 0.311 -0.115
S 5.648 -9.235 0.423
S -3.919 -4.748 5.263
O 12.229 -2.799 -0.163
O -4.588 -5.257 6.548
O -7.202 9.141 1.450
O 1.162 0.446 1.444
O 9.169 4.357 6.369
O -3.908 8.986 -5.499
O -6.761 -10.242 -0.344
O -7.601 -0.532 -1.855
O 4.421 -8.712 -0.294
N 13.356 -0.916 -0.205
N -4.462 -10.414 -0.005
N -8.062 -0.461 -4.106
N 8.906 6.498 5.898
N -4.327 7.031 -6.583
N -5.509 9.732 0.061
C -3.128 8.778 -7.707
C 12.334 -1.647 0.197
C 8.429 5.283 6.031
C -7.800 10.745 -0.014
C -4.997 6.267 -5.564
C 13.672 0.479 0.146
C 5.658 -11.025 -0.104
C 11.176 -1.098 1.076
C -0.575 0.286 -0.629
C -4.491 8.719 0.448
C -5.262 -4.114 4.201
C -9.377 0.882 -2.560
C -5.776 -10.805 0.024
C -3.069 -3.127 5.447
C -6.027 -12.131 0.583
C -3.778 -9.202 -0.503
C -3.857 8.261 -6.503
C 7.189 -8.858 -0.612
C 10.337 6.730 6.287
C 1.709 -1.445 -0.479
C -6.765 9.790 0.592
C -8.228 -0.069 -2.794
C 6.924 5.128 5.674
C -6.922 -1.125 -4.736
H 7.485 -7.813 -0.527
H -4.287 6.449 -7.407
H 13.967 -1.378 -0.863
H -4.806 5.206 -5.727
H 11.432 -0.198 1.637
H -6.650 -12.796 -0.015
H 14.672 0.707 -0.223
H -4.592 6.541 -4.590
H 5.317 -11.614 0.748
H -5.163 -4.445 3.167
H 7.950 -9.630 -0.502
H 6.693 -11.252 -0.359
H 10.716 7.752 6.265
H -8.788 -0.039 -4.668
H -5.108 -12.676 0.798
H -3.977 9.292 1.220
H -3.782 -11.149 0.131
H -7.316 11.466 -0.672
H -0.674 -0.186 -1.607
H 2.760 -1.580 -0.222
H -6.561 -12.049 1.530
H 12.908 1.102 -0.318
H -2.239 -3.303 6.131
H -6.049 6.551 -5.566
H -8.350 11.320 0.731
H 10.511 -0.780 0.273
H 10.547 6.392 7.302
H -3.702 -2.291 5.747
H -7.043 -2.185 -4.512
H -3.969 9.202 -8.256
H 13.739 0.725 1.206
H -6.084 -0.594 -4.287
H 6.406 6.062 5.456
H 1.073 -2.155 0.049
H 6.436 4.570 6.472
H -5.403 -3.043 4.350
H 10.998 6.102 5.690
H 1.499 -1.623 -1.534
H 6.805 4.444 4.833
H -5.360 10.293 -0.765
H 8.316 7.237 5.545
H -6.818 -0.815 -5.776
H -9.046 1.920 -2.513
H -4.795 7.751 0.847
H -3.818 8.519 -0.385
H 10.730 -1.884 1.686
H 7.041 -8.972 -1.686
H 4.878 -11.089 -0.862
H -2.630 -2.772 4.514
H -2.306 9.472 -7.535
H -4.557 -8.572 -0.932
H -1.338 -0.151 0.014
H -3.068 -9.428 -1.299
H -3.234 -8.703 0.299
H -0.930 1.300 -0.809
H -9.929 0.777 -1.626
H -2.766 7.875 -8.199
H -6.149 -4.559 4.652
H -10.150 0.662 -3.297
H -8.544 10.146 -0.539
```

Its spin multiplicity is 1. The calculation puts the HOMO energy at -0.3216 hartree. Its gap between HOMO and LUMO is 9.00 eV. The LUMO energy is 0.2508 eV.